1.
Molecular formula: C17H44F7O17P5
Method: DFT, wB97M-V/def2-TZVPD

As for the structure (SMILES): OCC[PH3]C(F)(F)C(F)(F)C(F)(F)F.COP(=O)(OC)OC.COP(=O)(OC)OC.COP(=O)(OC)OC.COP(=O)(OC)OC.

Atoms and positions in Å:
1 O -1.52401 -3.72420 -5.94578
2 C -0.23639 -3.22226 -5.58963
3 C -0.14529 -1.71324 -5.74677
4 P -0.99394 -0.76028 -4.38465
5 C -1.94493 0.27515 -2.95963
6 F -2.01386 1.58616 -3.33733
7 F -3.22472 -0.18318 -2.90513
8 C -1.45367 0.28557 -1.49565
9 F -2.06844 1.26119 -0.80032
10 F -1.75875 -0.89343 -0.92283
11 C 0.07536 0.50779 -1.32789
12 F 0.73967 -0.64612 -1.44333
13 F 0.52238 1.33213 -2.28617
14 F 0.35897 1.04291 -0.14053
15 H -2.09925 -3.72425 -5.17418
16 H 0.01145 -3.52365 -4.56022
17 H 0.48439 -3.72163 -6.24058
18 H -0.60866 -1.43271 -6.70160
19 H 0.90386 -1.39382 -5.78528
20 H -2.30335 -0.97905 -4.86914
21 H -0.54846 -1.65686 -3.38027
22 H -0.30097 0.44098 -4.65619
23 C -2.50677 0.44592 2.49095
24 O -1.84903 0.71166 3.73886
25 P -1.99152 2.14553 4.39003
26 O -3.23755 2.85347 4.08516
27 O -0.68139 2.95821 3.99647
28 C -0.60833 3.57402 2.70545
29 O -1.68900 1.78209 5.89020
30 C -1.88256 2.80367 6.88608
31 H -2.55782 -0.63437 2.38662
32 H -3.50878 0.87128 2.48913
33 H -1.92764 0.86160 1.66770
34 H -1.59764 3.88461 2.36790
35 H -0.16651 2.87828 1.99138
36 H 0.03076 4.44808 2.80065
37 H -2.92079 2.79940 7.21025
38 H -1.62265 3.78647 6.49424
39 H -1.22646 2.55769 7.71721
40 C -0.11651 -7.65990 -7.55203
41 O 0.76382 -6.95588 -6.66551
42 P 2.28978 -7.35748 -6.58001
43 O 2.86536 -7.92496 -7.80204
44 O 2.45789 -8.28541 -5.29983
45 C 2.12146 -9.67360 -5.39777
46 O 2.87885 -5.99536 -6.05294
47 C 4.30874 -5.86676 -5.98485
48 H -0.96911 -7.00796 -7.72009
49 H 0.38526 -7.87417 -8.49413
50 H -0.45446 -8.58782 -7.08989
51 H 2.31014 -10.04913 -6.40382
52 H 1.07437 -9.81590 -5.12955
53 H 2.75075 -10.20875 -4.69144
54 H 4.69394 -5.56829 -6.95765
55 H 4.77420 -6.80345 -5.67950
56 H 4.51653 -5.09958 -5.24440
57 C 0.42576 1.16547 12.57341
58 O 0.99530 1.19118 11.25863
59 P 0.65059 0.03136 10.23772
60 O -0.65399 -0.60480 10.44239
61 O 1.86961 -0.98992 10.26693
62 C 1.92246 -1.98179 11.29685
63 O 0.90981 0.78883 8.88698
64 C 0.57580 0.11866 7.65584
65 H 0.47750 2.18188 12.95391
66 H -0.60978 0.83206 12.53312
67 H 1.00309 0.50717 13.22343
68 H 0.91882 -2.28214 11.59864
69 H 2.47553 -1.59278 12.15227
70 H 2.44742 -2.84228 10.88988
71 H -0.47800 0.26279 7.43244
72 H 0.79699 -0.94675 7.71311
73 H 1.18343 0.57774 6.88146
74 C -1.38853 4.70638 -2.69163
75 O -1.18481 5.62323 -3.77642
76 P 0.00499 6.65955 -3.70008
77 O 1.16080 6.22797 -2.90767
78 O -0.61180 8.04562 -3.22254
79 C -0.83722 8.26422 -1.82611
80 O 0.21901 6.92994 -5.23467
81 C 1.34011 7.73795 -5.62577
82 H -1.98265 3.88431 -3.07446
83 H -0.43165 4.33650 -2.32557
84 H -1.92988 5.19417 -1.87972
85 H -0.09899 7.73165 -1.22600
86 H -1.84473 7.94143 -1.56270
87 H -0.74240 9.33215 -1.64713
88 H 2.23132 7.11710 -5.69120
89 H 1.50962 8.54696 -4.91560
90 H 1.09771 8.15377 -6.59949

Cartesian forces (eV/Å) of the 3 atoms listed first:
-0.1 0.1 0.0
0.1 -0.1 0.1
-0.1 0.1 -0.1

These are the Löwdin partial charges, in e, on atoms 1 to 5: -0.0821, -0.3330, -0.3816, 0.9152, -0.5653


2.
Molecular formula: C3H11NO3P
Method: DFT, wB97M-V/def2-TZVPD

Its total charge is +1. As for the structure (SMILES): COP(OC)OC[NH3+]. As for the energy above the lowest of the compared OMol25 structures with the same formula, charge and spin: 54.8 kcal/mol.

Atoms and positions in Å:
1 C -1.27459 -0.89984 -2.57851
2 O -0.18745 -0.68036 -1.67366
3 P 0.14062 0.58110 -0.82430
4 O 1.48276 0.02208 -0.03813
5 C 2.65509 -0.29107 -0.79330
6 O -0.92206 0.15038 0.50885
7 C -1.21278 0.92242 1.49895
8 N -0.48436 0.47251 2.78605
9 H -2.02459 -0.27854 -2.10621
10 H -1.62870 -1.85027 -2.61270
11 H -1.00203 -0.62477 -3.50663
12 H 3.05731 0.42816 -1.38817
13 H 2.35943 -1.21345 -1.21041
14 H 3.56823 -0.52753 -0.04185
15 H -0.92911 1.97172 1.25938
16 H -2.33772 0.78744 1.65364
17 H 0.53273 0.65362 2.72463
18 H -0.79783 -0.57962 2.71567
19 H -0.99494 0.95603 3.62671

Cartesian forces (eV/Å) of the 3 atoms listed first:
-0.5 2.8 3.5
1.1 -1.8 -0.4
0.5 0.0 1.6

These are the Löwdin partial charges, in e, on atoms 1 to 5: -0.0382, -0.3276, 0.9250, -0.3757, -0.1155


3.
Molecular formula: C46H33N6O4PW
Method: DFT, wB97M-V/def2-TZVPD

Its total charge is +2. As for the energy above the lowest of the compared OMol25 structures with the same formula, charge and spin: 37.1 kcal/mol.

Atoms and positions in Å:
1 W -0.13315 -0.36853 -0.08398
2 O -2.26087 -0.73570 3.49137
3 C -1.97443 -0.36681 2.39298
4 N -0.67250 -0.06475 1.94361
5 C 0.06370 0.71896 2.81514
6 O -0.37283 1.43359 3.68211
7 C 1.52242 0.62319 2.55173
8 C 2.42994 0.91788 3.55007
9 C 3.77188 0.68915 3.30568
10 C 4.14555 0.19718 2.06447
11 C 3.16866 -0.03491 1.11959
12 N 1.87072 0.17191 1.35169
13 C -3.00624 -0.08619 1.34800
14 C -4.35099 -0.19098 1.63761
15 C -5.26406 0.17646 0.66445
16 C -4.78947 0.66352 -0.54403
17 C -3.42656 0.72253 -0.74946
18 N -2.53997 0.33702 0.17154
19 H 2.06000 1.30150 4.49235
20 H 4.51407 0.88408 4.07052
21 H 5.18248 -0.00203 1.82486
22 H 3.44486 -0.37919 0.13180
23 H -4.64051 -0.55345 2.61663
24 H -6.32880 0.09956 0.84934
25 H -5.46559 0.99666 -1.32306
26 H -3.01792 1.12778 -1.66128
27 C -1.07974 3.96324 0.38610
28 C -0.35333 4.57261 -0.61155
29 C 0.52040 3.79137 -1.35087
30 C 0.60401 2.44552 -1.08926
31 N -0.15180 1.83844 -0.17717
32 C -0.95044 2.59946 0.57431
33 C 1.55320 1.54846 -1.76184
34 C 2.52225 1.96099 -2.65182
35 C 3.34924 1.01903 -3.22431
36 C 3.23335 -0.30339 -2.83052
37 C 2.28742 -0.63264 -1.89053
38 N 1.43134 0.27295 -1.41382
39 C 2.20790 -1.94171 -1.20387
40 C 3.05952 -2.99275 -1.43400
41 C 2.97903 -4.11064 -0.61576
42 C 2.06384 -4.11108 0.41389
43 C 1.23480 -3.01609 0.57245
44 N 1.29765 -1.96218 -0.23999
45 H -1.74323 4.52651 1.03096
46 H -0.44146 5.63589 -0.79658
47 H 1.13955 4.23117 -2.12127
48 H -1.48456 2.10731 1.36308
49 H 2.63029 3.00985 -2.89253
50 H 4.10168 1.31233 -3.94708
51 H 3.90058 -1.05992 -3.22217
52 H 3.78080 -2.94242 -2.23974
53 H 3.63134 -4.96209 -0.77618
54 H 1.97927 -4.94745 1.09562
55 H 0.49014 -2.97282 1.34570
56 O -2.79896 -3.14610 1.24429
57 C -2.39995 -2.63435 0.23846
58 O -1.21308 -2.03588 0.16820
59 C -3.16389 -2.63969 -1.05210
60 C -4.34582 -3.37071 -1.06728
61 C -5.05009 -3.55209 -2.24480
62 C -4.54804 -3.03416 -3.43090
63 C -3.37104 -2.30137 -3.42577
64 C -2.68395 -2.05980 -2.23515
65 P -1.12532 -1.09876 -2.37357
66 C -1.41396 0.22911 -3.59517
67 C -0.29994 0.94576 -4.04596
68 C -0.43600 2.01438 -4.92162
69 C -1.69713 2.39258 -5.35970
70 C -2.81281 1.69222 -4.92170
71 C -2.67444 0.61936 -4.04889
72 C -0.10382 -2.37202 -3.22618
73 C 0.01569 -3.59751 -2.56036
74 C 0.71995 -4.64530 -3.12937
75 C 1.32143 -4.48761 -4.37402
76 C 1.19878 -3.28199 -5.04770
77 C 0.48469 -2.22770 -4.48111
78 H -4.68022 -3.81447 -0.13796
79 H -5.97174 -4.12167 -2.24489
80 H -5.06635 -3.20765 -4.36680
81 H -2.98053 -1.92329 -4.36429
82 H 0.69180 0.65036 -3.73205
83 H 0.44416 2.54288 -5.27457
84 H -1.80931 3.21946 -6.05215
85 H -3.80053 1.97551 -5.26753
86 H -3.55931 0.07877 -3.74026
87 H -0.46468 -3.74108 -1.60009
88 H 0.78352 -5.59638 -2.60937
89 H 1.86261 -5.31092 -4.82683
90 H 1.63649 -3.16274 -6.03266
91 H 0.36940 -1.31591 -5.04647

Cartesian forces (eV/Å) of the 3 atoms listed first:
-0.8 0.9 0.4
0.0 0.0 0.1
0.1 0.1 -0.2

These are the Löwdin partial charges, in e, on atoms 1 to 5: 1.6190, 0.1825, -0.4321, -0.0387, -0.4663


4.
Molecular formula: C4H2F2O
Method: DFT, wB97M-V/def2-TZVPD

As for the energy above the lowest of the compared OMol25 structures with the same formula, charge and spin: 112.2 kcal/mol.

Atoms and positions in Å:
1 C -0.77170 1.29125 -0.95262
2 C -0.86781 -0.02289 -0.85331
3 C -0.35592 -1.18652 -0.34436
4 C 0.04272 0.86310 0.13883
5 O 1.31547 0.99213 0.07757
6 F -1.14770 -1.88343 0.50586
7 F -0.52088 1.13978 1.41559
8 H 0.49450 -1.86388 -0.83806
9 H 1.81132 0.67045 0.85050

Cartesian forces (eV/Å) of the 3 atoms listed first:
-0.8 -0.8 -1.0
1.0 -0.2 0.1
0.0 -1.5 -1.3

These are the Löwdin partial charges, in e, on atoms 1 to 5: 0.1478, -0.0484, -0.1060, -0.5655, 0.1534


5.
Molecular formula: C2H8NS
Method: DFT, wB97M-V/def2-TZVPD

Its total charge is +1. As for the energy above the lowest of the compared OMol25 structures with the same formula, charge and spin: 15.2 kcal/mol.

Atoms and positions in Å:
1 C -0.13775 0.80874 -1.02089
2 C -1.37789 -0.68279 0.46394
3 N -1.19111 0.44611 -0.07721
4 H 0.34015 1.71260 -0.65878
5 H -0.60022 0.99564 -1.98661
6 H 0.56746 -0.01142 -1.09761
7 H -0.67688 -1.47905 0.24457
8 H -2.22014 -0.80746 1.12600
9 H -1.84813 1.18916 0.15170
10 S 2.16261 -1.24527 1.20704
11 H 2.71041 -0.94924 0.01975
12 H 2.27148 0.02296 1.62811

Cartesian forces (eV/Å) of the 3 atoms listed first:
0.0 -0.1 -0.1
0.3 -0.2 -0.1
-0.4 0.4 0.1

These are the Löwdin partial charges, in e, on atoms 1 to 5: -0.0017, 0.1675, 0.0038, 0.1126, 0.1144


Asked for frontier orbital gap across the records above, the calculation gives 9.852 9.672 5.655 9.327 8.515 eV in order.